Here is C32H44N4O8PtS2SbSi3 as an isolated structure from the Open Molecules 2025 dataset. Energies are from wB97M-V/def2-TZVPD.

The calculation puts the energy above the lowest of the compared OMol25 structures with the same formula, charge and spin at 38.48 kcal per mole. Its total charge is +1.

Each line ends with the Löwdin charge.
Element x y z (Å)
H1 3.4340 2.8740 -5.3710  0.11
C1 -4.1501 5.1668 -3.3375  -0.50
H2 -3.8103 6.0780 -2.8473  0.08
C2 -2.7464 3.2571 -2.2706  -0.90
H3 3.8220 -0.9798 -3.5149  0.12
H4 0.3760 -0.1182 6.0129  0.04
H5 2.8063 2.4326 -0.2726  0.01
C3 -1.8973 -2.9044 -3.6534  0.04
O1 -3.7232 0.4139 -0.3195  -0.21
H6 5.0767 1.9580 2.7856  0.02
H7 -5.5459 3.5401 -2.9533  0.08
H8 -3.1814 -2.4559 -5.2949  0.12
H9 -2.0588 3.4411 2.7927  0.13
H10 6.3641 1.2931 1.7804  0.04
C4 3.7605 0.9225 -4.5227  -0.07
C5 -1.6582 -2.6265 -2.3053  -0.13
C6 5.3854 1.0802 2.2176  -0.22
Si1 -0.8738 -4.4816 0.7992  0.55
C7 0.3478 -0.2008 4.9225  -0.22
H11 -0.7670 -2.8075 2.6108  0.02
H12 -3.9985 2.1992 3.7975  0.12
O2 0.1764 -3.9927 -2.2560  0.22
C8 2.5504 1.8848 4.6820  -0.20
C9 3.3049 -0.0376 -3.6401  -0.02
Si2 2.0592 0.1437 4.2257  0.32
O3 -4.9081 0.7916 -2.2059  0.07
H13 4.6591 0.7324 -5.0953  0.11
H14 -3.2067 -3.6786 1.0321  0.03
H15 0.9113 -6.1655 0.8241  0.05
H16 -0.0026 -1.2048 4.6733  0.02
H17 -3.0752 -5.4214 1.2769  0.05
C10 3.0749 2.1239 -4.6807  -0.08
H18 4.4261 2.9961 0.1060  0.04
C11 0.0046 2.4395 1.5059  -0.62
H19 3.1386 -1.2412 5.9564  0.04
O4 -0.4741 -3.1757 -0.3897  -0.07
H20 2.4181 2.0268 5.7581  0.04
H21 5.4533 -0.4561 -0.9448  0.03
H22 -4.6466 5.4270 -4.2715  0.08
O5 -0.0943 3.6166 1.2597  0.11
H23 4.1726 1.9261 -1.2805  0.03
H24 4.3028 -0.8227 4.6984  0.02
N1 -0.7410 2.3283 -2.8389  0.08
H25 4.0557 -1.4371 -0.5115  0.00
H26 0.2773 -6.0074 -0.8074  0.03
O6 0.1121 1.0695 -1.1052  -0.24
H27 -5.8006 4.9835 -1.9406  0.09
O7 1.7374 -0.8186 -2.0732  0.02
C12 -0.2362 -3.7231 2.3482  -0.15
H28 1.0608 -0.4431 -1.4772  0.05
H29 -2.1827 -1.5132 -0.5305  0.10
H30 1.9330 2.6198 4.1628  0.03
H31 -2.5682 -1.3230 1.8442  0.10
C13 3.2711 -1.1283 4.8774  -0.22
C14 -3.6935 -1.3153 -3.5456  0.05
S1 -2.7047 4.1490 -3.7579  0.99
N2 -0.5826 -3.3128 -1.6723  -0.21
C15 -3.2617 1.6857 3.1938  -0.01
C16 2.1569 0.1895 -2.8876  -0.27
C17 -1.2598 1.6784 1.8985  -0.27
C18 -2.1991 2.3795 2.6518  0.01
H32 5.4894 -1.4189 0.5329  0.03
H33 -1.2793 -3.6100 -4.1888  0.13
C19 4.8469 -0.8074 -0.1063  -0.23
S2 -3.9976 3.6516 -1.1405  0.98
C20 -5.0540 4.3572 -2.4265  -0.49
C21 -0.0017 -6.0161 0.2455  -0.13
C22 -3.4180 -1.0246 -2.2126  -0.10
H34 -0.3889 0.5183 4.5556  0.01
C23 -2.7181 -4.5848 0.6703  -0.14
C24 1.9273 2.3456 -3.9478  -0.02
Sb1 1.8334 -0.1242 1.6764  1.16
C25 -2.9510 -2.2543 -4.2584  -0.01
C26 -3.3841 0.3175 2.9546  -0.03
C27 -2.4628 -0.2827 2.1296  -0.16
H35 -3.0522 -4.7678 -0.3536  0.05
H36 -4.2042 -0.2538 3.3641  0.12
H37 1.3714 3.2674 -4.0547  0.12
H38 -4.4876 -0.7555 -4.0231  0.13
H39 0.8256 -3.4901 2.2574  0.03
C28 -2.4084 -1.7142 -1.5666  0.05
O8 1.1357 1.8001 1.5446  -0.36
C29 3.8558 2.1378 -0.2575  -0.19
Pt1 -1.7622 1.1406 -0.4678  1.22
H40 3.1258 -2.1115 4.4244  0.02
H41 5.5073 0.2451 2.9100  0.02
Si3 4.1714 0.6612 0.8587  0.37
C30 0.2077 1.6463 -2.3015  -0.39
C31 -4.1126 0.1615 -1.5447  -0.61
H42 -0.3569 -4.4407 3.1649  0.06
H43 -0.6502 -6.8802 0.4066  0.05
N3 -1.4003 0.3598 1.6132  -0.03
H44 3.5929 2.0913 4.4411  0.02
C32 1.4587 1.3962 -3.0365  -0.09
N4 -1.8400 2.3845 -1.9817  -0.26